C5H8O | ωB97M-V/def2-TZVPD

Computed properties:
frontier orbital gap	10.4	eV
E_HOMO	-9.3	eV
DFT total energy	-270.450855	Eh
largest force on an atom	0.0115	Eh/bohr
spin multiplicity	1
relative energy (zero: lowest compared OMol25 entry of this formula, charge and spin)	67.2	kcal per mole
LUMO	1.10	eV

Each line ends with the Löwdin charge.
Atoms and positions in Å:
C -1.705875 -0.198599 0.550331  0.01
C -0.382427 0.336948 0.014263  -0.40
C 0.383780 1.157530 -1.004573  -0.01
C 0.705797 -0.311938 -0.820500  -0.16
C 1.336736 -0.590677 0.522164  -0.16
O 0.501674 0.373782 1.158933  -0.10
H -1.424238 -0.645491 1.517562  0.09
H -2.455220 0.561646 0.780637  0.07
H -2.133685 -1.003736 -0.049518  0.08
H 1.054128 1.901785 -0.573268  0.11
H 0.042401 1.415327 -2.006869  0.11
H 0.647729 -0.993392 -1.666105  0.13
H 2.387806 -0.399652 0.734219  0.12
H 1.041389 -1.603535 0.842727  0.13

Forces on the atoms, in the same order (eV/Å):
C -0.06 0.14 -0.24
C -0.14 -0.03 0.25
C -0.14 0.09 0.06
C 0.06 -0.23 0.00
C 0.55 -0.17 0.03
O 0.23 0.00 0.34
H -0.17 0.11 -0.42
H 0.04 0.01 -0.28
H -0.09 0.31 -0.21
H -0.21 -0.12 -0.07
H -0.40 -0.23 0.37
H -0.18 0.07 0.32
H 0.20 -0.09 -0.19
H 0.30 0.14 0.04